# 1
28
Properties=species:S:1:pos:R:3 method="wB97M-V/def2-TZVPD" gap_ev="7.2 / 7.4" s_squared=2.06 e_homo_ha="-0.4174 / -0.4831" lumo_ha="-0.153 / -0.212" charge=+1 multiplicity=3 e_above_lowest_kj_mol=35.6
C 1.373 1.517 0.107
C -0.054 1.516 -0.105
C 1.395 -0.848 0.285
C -0.905 2.732 -0.605
C 1.337 -2.132 0.979
C -1.898 -1.579 0.713
C -2.514 -0.353 -1.511
C 3.459 0.271 0.213
C -1.931 -0.198 -0.071
N -0.626 0.331 0.099
N 1.993 0.316 0.235
H 1.974 2.249 -0.257
H -1.250 3.315 0.221
H -0.276 3.500 -1.147
H -1.773 2.503 -1.239
H 2.381 -2.566 1.056
H 0.949 -2.001 2.030
H 0.666 -2.852 0.420
H -2.752 -2.082 0.588
H -1.546 -1.244 1.745
H -1.098 -2.177 0.303
H -2.279 0.484 -2.007
H -3.595 -0.665 -1.313
H -2.214 -1.241 -2.056
H 3.825 0.743 1.135
H 3.874 -0.738 0.257
H 4.074 0.718 -0.560
H -2.589 0.480 0.484

# 2
12
Properties=species:S:1:pos:R:3 method="wB97M-V/def2-TZVPD" gap_ev=9.7 smiles=N[C@@H]1[C@@H](O)[C@H]1F e_homo_ha=-0.3171 lumo_ha=0.040 charge=0 e_above_lowest_kj_mol=225.3
N -2.194 -0.081 -0.171
C -0.789 -0.119 -0.334
C 0.341 -0.731 0.492
O 1.442 -1.257 -0.152
C 0.154 0.745 0.486
F 1.060 1.398 -0.260
H -2.765 -0.879 -0.392
H -2.466 0.267 0.720
H -0.487 -0.274 -1.384
H 0.193 -1.218 1.378
H 1.863 -0.591 -0.704
H -0.296 1.372 1.265

# 3
23
Properties=species:S:1:pos:R:3 method="wB97M-V/def2-TZVPD" gap_ev=7.9 e_homo_ha=-0.4711 lumo_ha=-0.182 charge=+1 e_above_lowest_kj_mol=831.9
C 0.464 -0.154 0.895
C 2.754 -0.836 0.062
C -1.789 -1.837 0.261
C -0.542 0.324 -1.408
C -0.591 1.842 0.412
C -1.837 -0.345 0.564
N 2.979 1.565 -0.310
N 3.482 0.576 0.058
N -0.620 0.414 -0.002
O 3.387 -1.815 -0.178
O 1.440 -0.720 0.235
H -0.915 -2.244 0.795
H -2.537 -2.266 0.952
H -1.930 -2.078 -0.719
H -0.460 1.242 -2.034
H 0.247 -0.352 -1.759
H -1.435 -0.206 -1.638
H -1.349 2.367 -0.115
H -1.055 2.128 1.390
H 0.433 2.143 0.385
H -1.810 -0.184 1.619
H -2.687 0.012 0.023
H 4.370 0.423 0.510